124
Properties=species:S:1:pos:R:3:forces:R:3:lowdin_charge:R:1 method="wB97M-V/def2-TZVPD" e_tot_ha=-4015.80784 total_charge=+1 multiplicity=1
C 7.53593 2.02402 5.97136 0.5 0.1 -0.8 -0.11
C 6.23275 1.31102 5.21194 1.2 -0.5 1.9 -0.24
N 6.67276 1.06566 3.78168 -3.1 -0.2 -1.9 -0.03
C 5.61029 1.43978 2.77200 -0.9 2.3 -2.1 -0.05
C 5.47258 2.88010 2.00104 -0.9 -3.9 0.9 -0.07
C 6.33289 4.27320 2.08452 -0.7 0.1 0.5 -0.61
Cl 7.94144 4.16840 1.12527 -1.7 -0.3 0.6 0.52
C 6.73239 4.75553 3.59965 -0.5 0.0 0.0 -0.66
C 5.46345 5.02749 4.60146 0.2 0.1 1.1 -0.14
Cl 7.58327 6.43106 3.39136 -0.8 -1.6 0.2 0.52
N 4.27897 2.74490 1.05264 1.7 -4.6 3.1 -0.19
P 3.67292 3.99566 -0.09865 -2.0 1.4 0.8 0.75
N 2.53853 4.96906 0.52769 2.0 -2.5 0.3 -0.29
C 3.69289 1.34162 1.23732 3.0 1.0 1.2 -0.24
P 2.21764 0.50707 0.35742 0.2 -0.6 0.3 0.90
C 3.01993 -0.58420 -1.03095 0.4 -0.4 -0.4 -0.29
C 0.99580 1.76190 -0.40388 0.4 1.0 -1.3 -0.34
N 4.46998 0.52543 2.29091 0.5 5.6 -3.3 -0.03
C 4.12500 -0.89740 2.72175 -0.4 -0.7 1.2 -0.14
C 3.04381 -0.74333 3.98084 0.2 -0.2 0.3 -0.16
C 1.50053 -1.20498 3.54485 0.1 -1.4 1.2 -0.21
C 0.32963 -0.24062 4.17809 0.1 0.5 -0.5 -0.16
C -0.76525 0.31715 3.08941 -0.9 1.0 1.2 -0.22
O -1.78465 -0.69770 2.68686 0.0 2.3 0.8 -0.27
C -3.14319 -0.10127 2.82030 -1.0 -0.5 -0.4 -0.12
H 8.09983 1.25720 6.67595 -1.4 1.8 -1.3 0.09
H 7.26621 3.03120 6.50306 0.4 -2.1 -0.7 0.08
H 8.32443 2.30181 5.12311 -1.7 -0.6 1.8 0.08
H 5.24526 1.93300 5.31190 2.0 -1.2 -0.4 0.11
H 6.09706 0.26390 5.74902 -0.1 2.2 -1.1 0.12
H 6.97897 0.05562 3.64907 -0.7 1.8 0.1 0.13
H 5.71958 5.14964 1.58755 1.1 -1.9 1.0 0.10
H 7.55337 4.04378 4.03629 -1.8 1.4 -0.8 0.09
H 4.90386 4.05858 4.96586 1.3 1.7 -1.0 0.07
H 5.90299 5.52911 5.59161 -0.9 -1.1 -2.3 0.10
H 4.65328 5.76643 4.19140 1.8 -1.4 0.4 0.10
H 4.84972 4.71281 -0.55934 -0.5 -1.0 0.3 0.03
H 3.20353 3.23932 -1.26787 0.8 0.3 1.0 0.02
H 2.42136 4.64705 1.52187 -0.1 0.7 -1.1 -0.01
H 2.86655 -0.08533 -2.07927 0.3 -1.1 1.9 0.06
H 4.17507 -0.74455 -0.86918 -2.2 0.4 -0.3 0.03
H 2.50654 -1.65779 -0.95384 1.0 2.5 -0.3 0.07
H -0.07856 1.28800 -0.40409 2.2 0.8 0.2 0.06
H 1.32912 1.90839 -1.54019 -0.9 0.0 2.4 0.05
H 1.00401 2.80414 0.17645 -0.1 -2.3 -1.3 0.05
H 5.11190 -1.48003 3.05396 -2.1 1.7 -0.7 0.14
H 3.65219 -1.55168 1.86233 1.0 1.8 1.5 0.12
H 3.47114 -1.40810 4.87341 -1.2 1.4 -1.9 0.12
H 3.04512 0.37475 4.39404 0.1 -2.4 -1.1 0.11
H 1.35432 -2.27334 4.05182 0.3 2.2 -1.3 0.12
H 1.41339 -1.38190 2.39140 0.1 0.7 2.3 0.07
H 0.88864 0.71506 4.61096 -1.4 -1.9 -0.8 0.11
H -0.26734 -0.77064 5.05594 1.4 1.1 -1.9 0.13
H -0.27825 0.85080 2.15997 -0.8 -1.4 1.6 0.10
H -1.38770 1.16653 3.65056 1.5 -1.6 -1.1 0.13
H -3.42236 0.16695 3.92722 0.8 -0.5 -2.0 0.11
H -3.28690 0.84132 2.13470 0.4 -1.7 1.3 0.11
H -3.91197 -0.91454 2.46270 1.6 1.5 0.7 0.09
N -5.80471 -2.03449 0.32843 0.2 -0.9 -0.4 0.07
C -4.58410 -2.51336 0.00263 -0.8 0.4 0.2 -0.19
C -4.36873 -3.77139 -0.53694 -0.2 -0.1 0.0 -0.08
C -5.47052 -4.59226 -0.75309 0.0 0.0 0.0 -0.06
C -6.74038 -4.12800 -0.42592 0.3 -0.1 -0.1 -0.06
C -6.85538 -2.85355 0.10554 0.6 0.6 0.2 -0.17
H -3.75605 -1.83680 0.19305 0.0 -0.1 0.0 0.09
H -3.36626 -4.10326 -0.78224 -0.1 0.0 0.0 0.10
H -5.34090 -5.58540 -1.17321 0.0 0.1 0.1 0.11
H -7.61911 -4.74350 -0.58170 0.1 0.1 0.0 0.11
H -7.82549 -2.44451 0.37365 0.1 -0.1 0.0 0.09
N -7.53545 -4.17366 4.62088 1.1 0.0 0.0 0.06
C -6.76881 -4.28692 5.72757 -0.6 0.1 -0.7 -0.15
C -5.38436 -4.22942 5.71515 0.1 0.0 -0.3 -0.08
C -4.74408 -4.04865 4.49373 0.0 0.0 0.0 -0.08
C -5.50629 -3.93059 3.33606 0.2 0.0 0.2 -0.07
C -6.88560 -3.99716 3.44998 -0.6 -0.1 0.8 -0.14
H -7.31472 -4.42991 6.65558 0.1 0.0 -0.1 0.10
H -4.81907 -4.32375 6.63537 -0.1 0.0 -0.1 0.10
H -3.66019 -3.99991 4.44426 -0.1 0.0 0.0 0.10
H -5.03753 -3.78948 2.36879 -0.1 0.0 0.1 0.08
H -7.52430 -3.90671 2.57580 0.1 0.0 0.1 0.09
N -4.83545 -0.46116 -4.17662 1.0 0.0 0.0 0.06
C -4.06881 -0.57442 -3.06993 -0.7 0.1 -0.6 -0.15
C -2.68436 -0.51692 -3.08235 0.1 0.1 -0.3 -0.09
C -2.04408 -0.33615 -4.30377 -0.1 0.0 0.0 -0.09
C -2.80629 -0.21809 -5.46144 0.2 -0.1 0.2 -0.07
C -4.18560 -0.28466 -5.34752 -0.6 -0.1 0.8 -0.14
H -4.61472 -0.71741 -2.14192 0.1 0.0 0.0 0.08
H -2.11907 -0.61125 -2.16213 -0.1 0.0 0.0 0.09
H -0.96019 -0.28741 -4.35324 -0.1 0.0 0.0 0.10
H -2.33753 -0.07698 -6.42871 0.0 0.1 0.0 0.08
H -4.82430 -0.19421 -6.22170 0.1 0.0 0.0 0.10
N -11.40736 -0.36375 -0.30101 0.6 0.1 -0.8 0.05
C -11.86870 -0.02470 -1.52475 0.2 -0.2 0.9 -0.15
C -11.06563 0.08061 -2.64909 0.3 -0.1 0.1 -0.08
C -9.70496 -0.17297 -2.51211 0.0 0.0 0.0 -0.07
C -9.19953 -0.52254 -1.26413 -0.1 0.1 -0.2 -0.08
C -10.08238 -0.60576 -0.19944 -0.9 0.1 0.0 -0.16
H -12.93645 0.16652 -1.57972 0.1 0.0 0.0 0.10
H -11.49067 0.35416 -3.60813 0.0 0.0 0.1 0.10
H -9.04383 -0.09911 -3.37066 -0.1 0.0 0.1 0.11
H -8.14389 -0.72587 -1.12429 -0.1 0.1 0.0 0.08
H -9.73701 -0.87846 0.79387 0.0 0.0 0.0 0.10
N 6.36602 -1.05125 -2.00650 0.9 -0.1 -0.2 0.03
C 7.33754 -0.14788 -1.75073 -0.6 -0.6 -0.1 -0.16
C 8.63629 -0.25901 -2.22090 0.0 -0.2 -0.1 -0.07
C 8.96250 -1.36543 -2.99802 0.0 0.0 0.0 -0.07
C 7.98408 -2.31408 -3.27711 0.2 0.2 0.1 -0.07
C 6.71220 -2.11383 -2.76513 -0.4 0.6 0.5 -0.14
H 7.03460 0.69580 -1.13746 0.1 0.0 0.0 0.09
H 9.37558 0.49844 -1.98647 -0.1 -0.1 0.0 0.11
H 9.97065 -1.48745 -3.38325 -0.1 0.0 0.1 0.11
H 8.20654 -3.18770 -3.87925 -0.1 0.1 0.1 0.11
H 5.91308 -2.82410 -2.95811 0.1 0.0 0.0 0.10
N -1.15964 1.04730 -8.53097 0.6 0.2 -0.8 0.05
C -0.41411 2.17321 -8.57432 -0.5 -0.7 0.1 -0.15
C 0.39181 2.52300 -9.64589 0.0 -0.2 -0.2 -0.08
C 0.44112 1.66545 -10.73982 0.0 0.0 0.0 -0.08
C -0.31396 0.49724 -10.72405 0.1 0.2 0.0 -0.07
C -1.09265 0.23529 -9.60829 -0.1 0.5 0.8 -0.15
H -0.48382 2.80802 -7.69578 0.0 0.0 -0.1 0.10
H 0.96741 3.44148 -9.62779 -0.1 -0.1 0.0 0.10
H 1.06253 1.90546 -11.59767 -0.1 0.0 0.1 0.11
H -0.29691 -0.19203 -11.56064 0.0 0.1 0.1 0.10
H -1.70270 -0.66178 -9.54973 0.1 0.1 0.0 0.10